Record 1
Computed, not measured: a structure of composition C11H19ClFNOPdSi, with ωB97M-V/def2-TZVPD.

The spin multiplicity is 1. The charge is 0. The calculation puts the frontier orbital gap at 7.759 eV. Its HOMO energy is -7.38 eV.

```
36
C11H19ClFNOPdSi | OMol25 | ωB97M-V/def2-TZVPD
Pd -1.58 -0.37 0.20
C 1.92 -2.00 -1.61
Si 1.63 -1.22 0.08
C 1.18 -2.50 1.38
C 3.27 -0.51 0.67
N 0.39 0.00 0.02
C 0.61 1.35 -0.14
C 1.69 1.92 -0.84
C 1.87 3.29 -0.92
C 0.97 4.17 -0.34
C -0.12 3.65 0.34
C -0.27 2.29 0.41
F -1.37 1.80 1.10
H 2.51 -2.92 -1.53
H 2.47 -1.30 -2.24
H 0.99 -2.24 -2.13
H 1.59 -3.48 1.15
H 0.10 -2.61 1.54
H 1.61 -2.17 2.33
H 3.86 -1.33 1.09
H 3.11 0.22 1.47
H 3.87 -0.03 -0.10
H 2.38 1.26 -1.34
H 2.72 3.67 -1.47
H 1.11 5.24 -0.41
H -0.86 4.29 0.82
C -5.02 -0.40 0.52
O -3.81 0.31 0.24
H -5.88 0.25 0.36
H -5.02 -0.78 1.54
H -5.06 -1.24 -0.17
H -3.80 1.12 0.76
Cl -2.92 -2.92 0.17
C -1.59 -2.11 -0.68
H -1.83 -2.01 -1.74
H -0.69 -2.69 -0.53
```

=====

Record 2
Computed, not measured: a structure of composition C19H44ClGaNP2 at a distorted geometry, with ωB97M-V/def2-TZVPD.

The spin multiplicity is 1. The charge is -1. The calculation puts the frontier orbital gap (spin up / spin down) at 1.752 / 3.532 eV. Its HOMO energy (spin up / spin down) is 0.43 / -1.25 eV.

```
68
C19H44ClGaNP2 | OMol25 | ωB97M-V/def2-TZVPD
Ga 0.39 0.82 0.19
P -3.41 2.45 0.99
C -3.78 2.07 2.72
C -3.18 4.24 0.73
C -4.72 1.73 -0.04
C -2.52 1.75 3.53
H -4.39 1.15 2.66
C -4.62 3.16 3.40
H -4.05 4.09 3.54
H -4.92 2.80 4.40
H -5.54 3.39 2.86
H -1.94 0.94 3.07
H -2.81 1.43 4.54
H -1.86 2.63 3.63
H -4.91 0.74 0.43
C -4.25 1.48 -1.47
C -6.02 2.54 0.04
H -6.47 2.50 1.04
H -6.75 2.13 -0.67
H -5.86 3.60 -0.21
H -3.37 0.83 -1.50
H -4.00 2.41 -1.99
H -5.05 0.99 -2.04
C -1.91 4.73 1.44
H -4.06 4.71 1.22
C -3.18 4.65 -0.75
H -1.93 4.57 2.52
H -1.81 5.81 1.27
H -1.01 4.25 1.03
H -2.38 4.14 -1.31
H -2.99 5.73 -0.81
H -4.14 4.45 -1.24
Cl -0.06 2.23 -1.44
H 0.08 1.22 1.63
H -2.18 1.84 0.63
P 3.19 -2.84 -0.83
C 2.40 -4.36 -1.38
C 4.41 -2.26 -2.01
C 3.86 -3.08 0.82
C 1.16 -4.11 -2.24
H 2.08 -4.82 -0.42
C 3.39 -5.31 -2.07
H 3.72 -4.91 -3.04
H 2.88 -6.26 -2.25
H 4.28 -5.52 -1.46
H 0.44 -3.44 -1.75
H 0.65 -5.07 -2.39
H 1.42 -3.70 -3.23
H 3.08 -3.69 1.31
C 4.01 -1.78 1.61
C 5.16 -3.90 0.78
H 5.00 -4.92 0.42
H 5.56 -3.97 1.80
H 5.93 -3.42 0.15
H 3.06 -1.23 1.71
H 4.77 -1.11 1.17
H 4.35 -2.04 2.63
C 3.78 -1.96 -3.37
H 5.09 -3.13 -2.12
C 5.22 -1.08 -1.48
H 3.34 -2.84 -3.85
H 4.58 -1.60 -4.03
H 3.03 -1.17 -3.31
H 4.58 -0.22 -1.23
H 5.90 -0.75 -2.28
H 5.85 -1.33 -0.62
N 2.03 -1.62 -0.78
C 1.39 -0.73 -0.28
```

=====

Record 3
Computed, not measured: the molecule C3H7N3 at a distorted geometry, with ωB97M-V/def2-TZVPD.

The spin multiplicity is 1. The charge is 0. The calculation puts the frontier orbital gap at 9.196 eV. Its HOMO energy is -8.15 eV. Its SMILES is C=CN/C=N\N.

```
13
C3H7N3 | OMol25 | ωB97M-V/def2-TZVPD
C -0.62 0.85 -0.19
C 1.45 -0.54 -0.16
C 2.36 0.34 0.10
H -3.37 -0.45 -0.05
H -2.14 -0.84 0.91
H -0.22 1.86 -0.25
H -0.45 -1.06 -0.16
H 1.56 -1.61 -0.33
H 3.41 0.14 -0.15
H 2.14 1.34 0.50
N -2.35 -0.54 -0.04
N -1.89 0.79 -0.07
N 0.12 -0.28 -0.10
```

=====

Record 4
Computed, not measured: the molecule C3H4N2O at a distorted geometry, with ωB97M-V/def2-TZVPD.

The spin multiplicity is 1. The charge is 0. The calculation puts the frontier orbital gap at 8.125 eV. Its HOMO energy is -8.29 eV.

```
10
C3H4N2O | OMol25 | ωB97M-V/def2-TZVPD
C 0.77 -0.37 0.72
C 0.93 -0.07 -0.69
N -0.65 0.63 -0.80
C -0.85 -0.22 0.78
O 1.44 -0.53 -1.65
N -1.81 -0.51 1.41
H -1.25 0.33 -1.57
H -0.88 1.58 -0.53
H 1.19 -1.33 1.01
H 1.12 0.48 1.32
```

=====

Record 5
Computed, not measured: a cluster of 2 separate species, C2H3NO in total at a distorted geometry, with ωB97M-V/def2-TZVPD.

The spin multiplicity is 1. The charge is 0. The calculation puts the frontier orbital gap at 11.131 eV. Its HOMO energy is -9.97 eV.

```
7
C2H3NO | OMol25 | ωB97M-V/def2-TZVPD
C -0.05 0.47 0.72
C -3.13 -0.22 -0.84
N 0.39 -0.70 0.77
O -4.22 -0.42 -0.69
H -0.99 0.78 1.32
H 0.39 1.32 0.25
H -0.09 -1.28 1.40
```

=====

Record 6
Computed, not measured: a cluster of 9 separate species, C37H69NO8 in total at a distorted geometry, with ωB97M-V/def2-TZVPD.

The spin multiplicity is 1. The charge is 0. The calculation puts the frontier orbital gap at 9.757 eV. Its HOMO energy is -9.26 eV. Its SMILES is c1ccncc1.C1CCOC1.C1CCOC1.C1CCOC1.C1CCOC1.C1CCOC1.C1CCOC1.C1CCOC1.C1CCOC1.

```
115
C37H69NO8 | OMol25 | ωB97M-V/def2-TZVPD
C 1.75 3.03 -3.05
C 2.44 4.01 -4.01
C 3.82 4.06 -3.39
O 4.10 2.69 -3.12
C 2.87 2.02 -2.79
H 0.86 2.54 -3.44
H 1.48 3.57 -2.14
H 1.93 4.96 -4.12
H 2.53 3.52 -4.99
H 3.86 4.65 -2.46
H 4.61 4.39 -4.07
H 2.94 1.66 -1.76
H 2.77 1.17 -3.46
C -1.53 1.55 -4.95
C -2.39 0.70 -5.89
C -2.29 -0.69 -5.27
O -2.11 -0.48 -3.87
C -1.90 0.89 -3.61
H -1.83 2.59 -4.92
H -0.48 1.34 -5.15
H -2.09 0.72 -6.94
H -3.43 1.04 -5.93
H -1.43 -1.24 -5.66
H -3.16 -1.31 -5.46
H -1.10 1.00 -2.86
H -2.79 1.36 -3.16
C -1.91 -3.89 -0.77
C -1.03 -4.09 0.44
C 0.21 -3.28 0.04
O -0.19 -2.33 -0.94
C -1.61 -2.43 -1.14
H -2.97 -4.03 -0.57
H -1.61 -4.51 -1.62
H -0.78 -5.13 0.65
H -1.52 -3.70 1.34
H 0.90 -4.01 -0.39
H 0.71 -2.80 0.88
H -1.87 -2.31 -2.19
H -2.14 -1.77 -0.46
C -2.18 4.39 -2.27
C -1.22 5.39 -2.92
C -1.51 6.73 -2.15
O -2.33 6.41 -1.06
C -3.08 5.26 -1.39
H -1.68 3.59 -1.72
H -2.80 3.89 -3.02
H -1.41 5.50 -3.98
H -0.16 5.19 -2.73
H -2.02 7.42 -2.85
H -0.62 7.23 -1.79
H -3.99 5.54 -1.94
H -3.39 4.77 -0.47
C 6.48 2.62 -0.61
C 5.66 2.19 0.62
C 5.55 0.67 0.41
O 6.62 0.31 -0.44
C 6.74 1.34 -1.41
H 7.48 2.95 -0.30
H 6.10 3.51 -1.13
H 4.69 2.67 0.64
H 6.24 2.39 1.52
H 4.60 0.41 -0.08
H 5.67 0.10 1.33
H 6.05 1.19 -2.25
H 7.75 1.31 -1.82
C 2.90 -1.48 4.25
C 2.79 -2.30 5.57
C 3.90 -3.36 5.39
O 4.82 -2.84 4.46
C 4.05 -2.13 3.48
H 3.18 -0.45 4.49
H 1.94 -1.42 3.75
H 1.82 -2.77 5.68
H 3.04 -1.64 6.39
H 3.46 -4.30 5.02
H 4.41 -3.57 6.33
H 3.64 -2.90 2.81
H 4.71 -1.50 2.91
C -5.99 -2.99 0.16
C -6.21 -1.49 -0.07
C -4.97 -0.89 0.62
O -4.32 -1.91 1.36
C -5.24 -3.00 1.48
H -5.28 -3.41 -0.56
H -6.87 -3.64 0.12
H -7.10 -1.20 0.48
H -6.37 -1.29 -1.12
H -5.30 -0.10 1.29
H -4.32 -0.44 -0.14
H -5.88 -2.92 2.37
H -4.63 -3.90 1.62
C -0.90 -4.20 5.57
C -0.82 -3.53 4.20
C -1.78 -2.36 4.36
O -2.76 -2.80 5.31
C -2.40 -4.07 5.82
H -0.33 -3.63 6.31
H -0.55 -5.23 5.54
H -1.19 -4.25 3.47
H 0.21 -3.30 3.90
H -2.27 -2.10 3.42
H -1.25 -1.50 4.79
H -2.95 -4.85 5.28
H -2.63 -4.15 6.88
N 1.20 1.22 0.39
C 1.25 0.24 1.28
C 0.13 -0.38 1.81
C -1.11 -0.10 1.26
C -1.16 0.93 0.34
C 0.00 1.56 -0.06
H 2.24 -0.04 1.63
H 0.26 -1.10 2.61
H -2.04 -0.56 1.57
H -2.12 1.23 -0.08
H -0.03 2.42 -0.71
```

=====

Record 7
Computed, not measured: a cluster of 16 separate species, H33O16 in total at a distorted geometry, with ωB97M-V/def2-TZVPD.

The spin multiplicity is 2. The charge is +2. The calculation puts the frontier orbital gap (spin up / spin down) at 9.189 / 1.996 eV. Its HOMO energy (spin up / spin down) is -15.11 / -15.11 eV.

```
49
H33O16 | OMol25 | ωB97M-V/def2-TZVPD
O -2.36 1.84 -3.10
H -2.77 0.93 -3.29
H -1.41 1.62 -3.24
O 2.55 -2.38 1.72
H 2.02 -1.67 -1.14
H 1.08 3.03 0.17
O 1.78 -0.72 -1.10
H -0.58 3.19 -0.84
H -0.36 -3.11 -4.79
O -1.63 3.35 -1.19
H -1.94 4.29 -1.28
H 3.20 4.30 0.35
O -2.69 0.79 0.26
H 1.68 -2.77 1.94
H -2.66 0.42 1.17
O 3.84 -0.28 1.36
H 3.34 0.55 1.47
H 0.92 -2.42 -3.83
O 0.38 -0.94 1.88
H -0.44 0.99 4.36
H 0.03 -0.49 1.10
O -5.26 -1.46 -1.04
H 0.49 0.24 -1.88
H -4.79 -2.07 -0.44
O 0.18 -2.42 -4.41
H -2.01 2.80 -1.98
O 0.33 2.52 -0.13
H -3.47 -2.03 2.37
H 0.20 1.59 -0.33
O -3.49 -2.03 1.40
H -3.34 -1.06 1.38
H 4.65 -1.26 -2.84
O 0.41 -2.83 3.86
H 2.07 -0.68 -0.16
H 5.04 -0.71 -1.56
O 2.24 4.32 0.40
H 1.83 5.12 0.73
H 0.41 -3.79 3.90
O 4.25 -1.09 -1.97
H 1.28 -2.42 3.91
H 3.59 -1.10 1.92
O -0.13 0.16 -2.59
H -3.63 0.72 0.02
H 0.41 -0.35 -3.23
O -1.11 1.26 3.71
H -5.48 -1.86 -1.88
H 3.22 -3.02 2.01
H -0.30 -0.98 2.58
H -1.57 1.90 4.25
```

=====

Record 8
Computed, not measured: a cluster of 2 separate species, C5H14 in total, with ωB97M-V/def2-TZVPD.

The spin multiplicity is 2. The charge is -1. The calculation puts the frontier orbital gap (spin up / spin down) at 2.705 / 11.785 eV. Its HOMO energy (spin up / spin down) is 1.52 / -7.60 eV.

```
19
C5H14 | OMol25 | ωB97M-V/def2-TZVPD
C 1.25 -1.36 0.01
C 0.78 -2.04 -1.28
C 1.91 0.00 -0.29
H 1.94 -2.01 0.55
H 0.44 -1.17 0.71
H 0.04 -2.81 -1.06
H 0.38 -1.25 -1.93
H 2.68 0.37 0.40
H 1.59 -2.55 -1.79
H 1.17 0.79 -0.15
H 2.18 0.00 -1.34
C -2.43 2.15 0.88
C -1.34 1.08 0.66
H -3.15 2.16 0.06
H -2.99 1.92 1.79
H -2.04 3.16 1.02
H -1.55 0.30 1.39
H -0.34 1.47 0.80
H -1.41 0.62 -0.33
```

=====

Record 9
Computed, not measured: the molecule C6H8Si at a distorted geometry, with ωB97M-V/def2-TZVPD.

The spin multiplicity is 1. The charge is 0. The calculation puts the frontier orbital gap at 7.745 eV. Its HOMO energy is -6.74 eV.

```
15
C6H8Si | OMol25 | ωB97M-V/def2-TZVPD
C 0.60 -0.27 -2.44
C 0.30 0.98 -2.08
C -0.29 -1.69 1.26
C -0.40 -1.55 -0.05
C 0.82 0.07 -0.97
C -0.54 1.34 1.70
Si 0.55 -0.05 0.91
H 0.75 -1.05 -3.27
H -0.29 1.85 -2.39
H -0.40 -2.62 1.75
H -0.64 -2.06 -0.95
H 1.97 0.03 0.97
H -1.64 1.02 1.52
H -0.37 1.55 2.83
H -0.41 2.45 1.19
```

=====

Record 10
Computed, not measured: a structure of composition C27H27CrN14O3S2, with ωB97M-V/def2-TZVPD.

The spin multiplicity is 2. The charge is -2. The calculation puts the frontier orbital gap (spin up / spin down) at 6.587 / 6.635 eV. Its HOMO energy (spin up / spin down) is -3.50 / -3.48 eV.

```
74
C27H27CrN14O3S2 | OMol25 | ωB97M-V/def2-TZVPD
Cr -0.57 1.06 -1.15
N 1.04 3.83 -2.20
C 1.46 3.28 -1.01
N 2.44 3.75 -0.28
N 2.50 2.91 0.79
N 1.61 2.00 0.70
N 0.92 2.18 -0.46
C -0.28 3.72 -2.60
N -0.90 4.56 -3.41
N -2.15 4.07 -3.51
N -2.28 3.01 -2.79
N -1.09 2.75 -2.19
H 1.47 4.72 -2.42
S -2.56 -0.19 -1.38
C -1.99 -1.57 -0.47
N -2.75 -2.60 -0.34
N -2.30 -3.70 0.35
C -1.81 -3.77 1.65
C -1.69 -2.67 2.50
C -1.24 -2.83 3.80
C -0.90 -4.08 4.29
C -1.03 -5.18 3.45
C -1.49 -5.03 2.15
N -0.65 -1.65 -0.02
N 0.06 -0.65 -0.24
C 1.43 -0.89 0.15
C 2.46 -0.49 -0.69
C 3.77 -0.72 -0.31
C 4.04 -1.34 0.91
C 3.00 -1.73 1.74
C 1.69 -1.52 1.35
H -2.83 -4.51 0.07
H -1.94 -1.68 2.14
H -1.15 -1.95 4.43
H -0.54 -4.20 5.30
H -0.78 -6.17 3.81
H -1.57 -5.90 1.50
H 2.23 -0.01 -1.63
H 4.57 -0.40 -0.95
H 5.07 -1.49 1.22
H 3.21 -2.19 2.69
H 0.87 -1.80 2.00
N -1.78 2.13 0.52
C -1.51 2.35 1.91
C -0.91 3.52 2.35
C -0.69 3.71 3.71
C -1.07 2.75 4.63
C -1.65 1.57 4.18
C -1.87 1.37 2.83
S -0.90 3.02 6.40
O -0.33 1.78 6.90
O -0.04 4.18 6.52
O -2.27 3.25 6.85
H -1.90 3.00 0.02
H -2.64 1.60 0.40
H -0.61 4.27 1.63
H -0.22 4.62 4.07
H -1.95 0.82 4.91
H -2.35 0.47 2.48
C 2.23 -1.57 -4.97
C 0.85 -0.92 -5.11
C 0.87 0.08 -6.27
C -0.21 -2.00 -5.38
C 0.50 -0.23 -3.86
C 0.18 0.32 -2.82
H 2.48 -2.12 -5.89
H 2.24 -2.27 -4.13
H 3.00 -0.82 -4.80
H 1.07 -0.43 -7.21
H 1.63 0.84 -6.11
H -0.10 0.59 -6.35
H 0.03 -2.53 -6.31
H -1.20 -1.55 -5.46
H -0.24 -2.72 -4.56
```

=====

Record 11
Computed, not measured: the molecule C7H11N at a distorted geometry, with ωB97M-V/def2-TZVPD.

The spin multiplicity is 1. The charge is 0. The calculation puts the frontier orbital gap at 7.545 eV. Its HOMO energy is -6.59 eV.

```
19
C7H11N | OMol25 | ωB97M-V/def2-TZVPD
C -1.54 -1.04 0.43
C -2.30 -0.16 -0.36
C 2.60 0.65 0.22
C 0.92 -1.04 -0.44
C -1.73 1.01 -0.55
C -0.37 1.13 0.13
C -0.09 -0.41 0.44
H -2.07 -1.02 1.46
H -1.53 -2.12 -0.01
H -3.25 -0.26 -0.78
H 1.94 1.13 0.96
H 3.61 0.91 0.14
H 0.92 -2.16 -0.85
H 2.84 -0.77 -1.22
H -2.35 1.83 -0.99
H 0.29 1.47 -0.63
H -0.34 1.78 0.99
H 0.30 -0.51 1.52
N 2.15 -0.43 -0.47
```

=====

Record 12
Computed, not measured: a cluster of 2 separate species, C2H7NO in total at a distorted geometry, with ωB97M-V/def2-TZVPD.

The spin multiplicity is 1. The charge is 0. The calculation puts the frontier orbital gap at 10.518 eV. Its HOMO energy is -9.76 eV. Its SMILES is C=C.NO.

```
11
C2H7NO | OMol25 | ωB97M-V/def2-TZVPD
C 1.48 0.29 -0.23
C 2.49 -0.47 0.09
H -2.92 -1.14 0.05
H -2.69 1.00 -0.43
H -2.09 0.77 1.04
H 0.38 -0.02 -0.26
H 1.56 1.37 -0.50
H 2.27 -1.49 0.26
H 3.44 0.04 0.11
N -1.89 0.55 0.07
O -2.03 -0.89 -0.19
```